*A*
Density functional theory data (the ωB97M-V functional and the def2-TZVPD basis) for 2 unconnected molecules or ions with the total composition C2H8N2O3.

LUMO level (alpha / beta)   0.63 / 0.63 eV
Gap between HOMO and LUMO (alpha / beta)   9.36 / 8.36 eV
Molecular weight   108.10 g/mol

Geometry as XYZ:
```
15
Properties=species:S:1:pos:R:3:lowdin_charge:R:1
C -2.1935 -0.8628 0.4301 -0.030
C 2.8532 0.5168 0.4528 -0.092
N -1.4420 0.6013 -1.4630 0.097
N -1.3506 0.2111 -0.1241 -0.370
O 2.0808 -0.5655 0.8430 -0.210
O -0.2439 0.4003 0.4605 -0.063
O 1.1116 -0.8842 -0.0236 -0.103
H -1.8444 -1.9253 0.1412 0.109
H -2.1879 -0.8044 1.5266 0.086
H -3.2733 -0.7247 0.0343 0.107
H 2.2552 0.9050 -0.4419 0.110
H 3.8248 0.2367 0.1382 0.068
H 2.8137 1.1688 1.3056 0.086
H -0.5434 1.0282 -1.6810 0.094
H -1.6543 -0.2690 -2.0111 0.108
```

=====

*B*
Density functional theory data (the ωB97M-V functional and the def2-TZVPD basis) for 2 unconnected molecules or ions with the total composition C2H8N2O3.

Structure (SMILES)   [NH3+][O-].CC(=O)ON
LUMO level   0.81 eV
Gap between HOMO and LUMO   9.49 eV
Molecular weight   108.10 g/mol

Geometry as XYZ:
```
15
Properties=species:S:1:pos:R:3:lowdin_charge:R:1
N -2.3455 0.3125 -0.3526 -0.018
O -1.8830 -0.4528 0.6922 -0.315
H -1.4311 0.7527 -0.7540 0.118
H -3.1066 0.8697 0.0169 0.138
H -2.7667 -0.3864 -1.0253 0.166
C 2.1614 1.0389 0.5006 -0.012
C 1.0328 0.2596 -0.1144 -0.531
O 0.1928 0.8698 -0.7744 0.023
O 1.0741 -1.0333 0.1950 -0.047
N 0.0187 -1.8574 -0.2746 0.070
H 2.1594 1.0858 1.6838 0.128
H 3.1934 0.6309 0.1543 0.103
H 2.1869 2.0539 -0.0577 0.106
H 0.3249 -2.7726 -0.0189 0.077
H -0.8116 -1.3711 0.1292 -0.005
```

=====

Of them, *A* has the lowest stability.

=====

*A*
Density functional theory data (the ωB97M-V functional and the def2-TZVPD basis) for a molecular structure, C6H11N4.

LUMO level   -3.59 eV
Gap between HOMO and LUMO   10.51 eV
Molecular weight   139.18 g/mol
Charge   +1

Geometry as XYZ:
```
21
Properties=species:S:1:pos:R:3:lowdin_charge:R:1
C -1.8069 -1.7396 0.3552 -0.206
C -0.1016 -1.2413 -1.7554 -0.299
C -0.5486 -1.0981 0.1689 -0.089
C -0.2910 0.3598 0.2986 -0.237
C 0.9178 2.0901 1.7461 -0.111
C 0.6934 0.6421 1.3884 -0.243
N -2.8855 -2.1215 0.2787 0.198
N 0.3369 -0.1340 -2.0713 0.110
N -0.4052 -2.2867 -2.3211 0.226
N 0.2137 0.9192 -1.0954 0.115
H 0.1747 -1.7830 0.5261 0.121
H -1.1605 0.9194 0.5983 0.158
H 0.1175 2.8106 2.1475 0.116
H 1.5513 2.7075 1.0547 0.080
H 1.5585 2.1054 2.6766 0.099
H 0.3972 0.1658 2.3426 0.141
H 1.5536 -0.0322 1.1990 0.140
H -0.8448 -3.0605 -1.9549 0.109
H -0.0795 -2.4483 -3.3207 0.198
H -0.4473 1.6402 -1.2898 0.163
H 1.0562 1.5852 -0.9718 0.214
```

=====

*B*
Density functional theory data (the ωB97M-V functional and the def2-TZVPD basis) for a gas-phase ion, C6H11N4 (charge +1).

Structure (SMILES)   CC[C@@H]1N(C#N)C=N[N@H+]1C
LUMO level   -3.45 eV
Gap between HOMO and LUMO   10.83 eV
Molecular weight   139.18 g/mol
Charge   +1

Geometry as XYZ:
```
21
Properties=species:S:1:pos:R:3:lowdin_charge:R:1
C 0.3265 -1.9997 -0.3317 -0.072
C -0.9502 -1.0783 -0.3079 -0.172
C -0.6109 0.1754 0.3664 -0.230
N -1.6772 1.1910 0.1341 0.003
C -3.0220 0.9718 0.1208 -0.228
N -4.1379 0.7830 -0.0971 0.214
C -1.1194 2.3553 -0.4323 -0.023
N 0.1134 2.2030 -0.7055 0.140
N 0.5579 0.9226 -0.1728 -0.080
C 1.6404 1.1160 0.7788 0.007
H 1.0181 -1.7548 -1.2567 0.115
H 0.0309 -3.1186 -0.4128 0.118
H 0.8905 -1.8596 0.6078 0.070
H -1.8070 -1.6336 0.2413 0.177
H -1.1510 -0.9571 -1.2770 0.080
H -0.5162 0.1864 1.4833 0.186
H -1.6301 3.1795 -0.8812 0.160
H 0.9087 0.4757 -1.0561 0.204
H 1.2865 1.1463 1.7457 0.070
H 2.4108 0.3467 1.0463 0.141
H 2.1480 2.0749 0.6853 0.119
```

=====

*C*
Density functional theory data (the ωB97M-V functional and the def2-TZVPD basis) for a gas-phase ion, C6H11N4 (charge +1).

Structure (SMILES)   NCC1([n+]2ccn[nH]2)CC1
LUMO level   -3.37 eV
Gap between HOMO and LUMO   11.27 eV
Molecular weight   139.18 g/mol
Charge   +1

Geometry as XYZ:
```
21
Properties=species:S:1:pos:R:3:lowdin_charge:R:1
N -0.5279 1.1104 1.9272 0.020
C 0.7520 0.6717 1.3522 -0.138
C 0.5796 0.3166 -0.1190 -0.371
N -0.4066 -0.7071 -0.2982 0.009
C -0.5313 -1.7272 -1.1547 0.040
C -1.7333 -2.3402 -0.8164 -0.053
N -2.2743 -1.6846 0.2038 0.120
N -1.4867 -0.7163 0.4888 0.049
C 0.6488 1.3926 -1.1780 -0.026
C 1.7451 0.3813 -1.0626 -0.030
H -0.7765 2.0419 1.6059 0.120
H -0.4857 1.1323 2.9406 0.120
H 1.5366 1.4302 1.4379 0.138
H 1.0814 -0.2160 1.9016 0.141
H 0.1820 -1.9735 -1.9123 0.137
H -2.2079 -3.1954 -1.2508 0.121
H -1.4408 0.0341 1.2906 0.138
H 0.8370 2.4049 -0.8571 0.117
H -0.0267 1.3228 -2.0168 0.120
H 1.8414 -0.3676 -1.8315 0.107
H 2.6938 0.6891 -0.6515 0.122
```

=====

Of them, *A* has the lowest stability.

=====

*A*
Density functional theory data (the ωB97M-V functional and the def2-TZVPD basis) for 2 unconnected molecules or ions with the total composition C3H8N2O.

Structure (SMILES)   [H]/N=N/O.C=CC
LUMO level   0.84 eV
Gap between HOMO and LUMO   10.53 eV
Molecular weight   88.11 g/mol

Geometry as XYZ:
```
14
Properties=species:S:1:pos:R:3:lowdin_charge:R:1
H 3.0978 1.8841 0.1711 0.069
N 3.3272 0.9597 0.5511 0.040
N 3.8683 0.2367 -0.2720 -0.073
O 4.4334 -0.9485 0.3520 -0.122
H 4.4192 -1.1571 1.3095 0.086
C -2.1110 1.0871 0.4458 -0.030
C -1.9795 -0.2210 0.2962 -0.251
C -2.2106 -0.9153 -1.0081 -0.129
H -2.1770 1.7702 -0.3895 0.052
H -2.0249 1.5729 1.4056 0.043
H -1.9048 -0.8983 1.1861 0.107
H -2.2851 -0.2166 -1.8404 0.070
H -1.3705 -1.5834 -1.2039 0.067
H -3.0825 -1.5705 -1.0034 0.072
```

=====

*B*
Density functional theory data (the ωB97M-V functional and the def2-TZVPD basis) for a molecular structure, C3H8N2O.

LUMO level   0.94 eV
Gap between HOMO and LUMO   10.16 eV
Molecular weight   88.11 g/mol

Geometry as XYZ:
```
14
Properties=species:S:1:pos:R:3:lowdin_charge:R:1
C 0.3721 -2.1628 -0.2623 -0.108
N -0.3872 -1.2249 0.5625 -0.038
C -0.7695 0.4501 -0.3819 -0.442
O -1.5794 0.2593 -1.2319 0.090
N 0.0426 1.0843 0.3372 -0.038
C 0.3669 2.4718 0.1072 -0.123
H -0.1538 -2.2088 -1.2180 0.079
H 0.4596 -3.1780 0.1516 0.076
H 1.3808 -1.7723 -0.4261 0.087
H -1.2397 -1.5998 0.9600 0.117
H 0.1242 -0.6268 1.1926 0.077
H 0.2945 2.9901 1.0663 0.070
H 1.4112 2.5178 -0.2226 0.074
H -0.2713 2.9539 -0.6376 0.078
```

=====

*C*
Density functional theory data (the ωB97M-V functional and the def2-TZVPD basis) for 2 unconnected molecules or ions with the total composition C3H8N2O.

Structure (SMILES)   [H]/N=N/C.C=CO
LUMO level   0.87 eV
Gap between HOMO and LUMO   9.53 eV
Molecular weight   88.11 g/mol

Geometry as XYZ:
```
14
Properties=species:S:1:pos:R:3:lowdin_charge:R:1
H 1.3176 1.9285 0.7159 0.042
N 0.6727 1.2008 0.9567 0.057
N 1.2990 0.5109 1.8049 -0.130
C 0.5678 -0.6343 2.4044 -0.133
H 1.2335 -1.5462 2.3115 0.083
H 0.5254 -0.5038 3.5792 0.111
H -0.3589 -0.7954 1.9641 0.023
C 0.2607 -0.1175 -1.9574 -0.016
C -1.0250 0.1008 -1.7261 -0.327
O -1.9234 0.0007 -2.6853 0.020
H 1.0605 -0.2733 -1.2282 0.036
H 0.6464 -0.1639 -2.9501 0.042
H -1.4423 0.3065 -0.6956 0.112
H -2.8341 -0.0140 -2.4941 0.080
```

=====

*D*
Density functional theory data (the ωB97M-V functional and the def2-TZVPD basis) for a single C3H8N2O molecule.

Structure (SMILES)   NCNCC=O
LUMO level   1.00 eV
Gap between HOMO and LUMO   10.35 eV
Molecular weight   88.11 g/mol

Geometry as XYZ:
```
14
Properties=species:S:1:pos:R:3:lowdin_charge:R:1
N 0.3542 -1.4525 -0.9796 0.012
C 0.9355 -0.1127 -0.8136 -0.311
N 0.8927 0.3612 0.5745 -0.052
C -0.4463 0.2706 1.1647 -0.212
C -1.4383 1.2695 0.6268 -0.243
O -1.5254 1.5780 -0.5342 0.045
H -0.2749 -1.4719 -1.7793 0.069
H 1.0876 -2.0739 -1.3149 0.062
H 1.9760 -0.0803 -1.1466 0.109
H 0.4580 0.6322 -1.4505 0.098
H 1.3962 -0.3538 1.0626 0.088
H -0.3951 0.4429 2.2371 0.110
H -0.8900 -0.7171 0.9848 0.110
H -2.1302 1.7078 1.3682 0.114
```

=====

Of them, *A* has the lowest stability.

=====

*A*
Density functional theory data (the ωB97M-V functional and the def2-TZVPD basis) for a single C3H8N2O molecule.

Structure (SMILES)   CNC(=O)NC
LUMO level   0.94 eV
Gap between HOMO and LUMO   10.45 eV
Molecular weight   88.11 g/mol

Geometry as XYZ:
```
14
Properties=species:S:1:pos:R:3:lowdin_charge:R:1
C -2.4061 0.2986 0.1331 -0.089
N -1.1070 -0.1191 0.6208 -0.005
C -0.0393 -0.1169 -0.2419 -0.578
O -0.1400 0.0832 -1.4395 0.060
N 1.1813 -0.3351 0.4150 -0.023
C 2.3701 -0.0062 -0.3536 -0.106
H -2.5017 1.3912 0.0644 0.086
H -3.1848 -0.0862 0.7964 0.078
H -2.5460 -0.1132 -0.8671 0.083
H -0.8718 0.1251 1.5712 0.127
H 1.2223 -1.2241 0.8965 0.124
H 3.2494 -0.3925 0.1681 0.080
H 2.3367 -0.3988 -1.3753 0.079
H 2.4596 1.0837 -0.4093 0.084
```

=====

*B*
Density functional theory data (the ωB97M-V functional and the def2-TZVPD basis) for a single C3H8N2O molecule.

Structure (SMILES)   [H]/N=C(\C)N(C)O
LUMO level   0.84 eV
Gap between HOMO and LUMO   9.65 eV
Molecular weight   88.11 g/mol

Geometry as XYZ:
```
14
Properties=species:S:1:pos:R:3:lowdin_charge:R:1
H -1.9696 -1.6903 0.3034 0.077
N -0.9670 -1.3901 0.2266 0.074
C -0.6968 -0.1409 -0.1254 -0.502
C -1.6375 1.0344 -0.0936 -0.062
N 0.6279 0.0720 -0.3984 -0.178
C 1.3045 1.2452 0.2639 -0.021
O 1.3805 -1.0825 -0.0973 -0.049
H -1.7934 1.2176 1.1435 0.145
H -1.1584 2.1103 -0.6123 0.141
H -2.6096 0.5893 -0.5249 0.086
H 2.2761 1.3678 -0.2033 0.083
H 0.7910 2.2217 0.0914 0.076
H 1.2777 0.9493 1.2983 0.087
H 0.6950 -1.7113 0.2158 0.044
```

=====

Of them, *B* has the lowest stability.

=====

*A*
Density functional theory data (the ωB97M-V functional and the def2-TZVPD basis) for a single C3H8N2O molecule.

Structure (SMILES)   C[C@@H](N)C(N)=O
LUMO level   0.78 eV
Gap between HOMO and LUMO   10.34 eV
Molecular weight   88.11 g/mol

Geometry as XYZ:
```
14
Properties=species:S:1:pos:R:3:lowdin_charge:R:1
C -1.6922 -0.6240 0.1298 -0.069
C -0.6588 0.4852 0.1615 -0.372
N -0.4809 1.0054 1.5460 0.036
C 0.7134 -0.0776 -0.3967 -0.489
N 0.7569 -0.3444 -1.7497 0.113
O 1.6498 -0.3319 0.3748 0.021
H -1.4306 -1.3874 0.8516 0.084
H -1.8205 -1.0420 -0.8938 0.078
H -2.6627 -0.2814 0.4343 0.068
H -0.9033 1.3051 -0.5047 0.129
H 0.1474 0.3589 1.9964 0.056
H 0.0177 1.9051 1.4713 0.082
H 1.5120 -1.0489 -2.0123 0.136
H -0.1646 -0.4830 -2.2826 0.127
```

=====

*B*
Density functional theory data (the ωB97M-V functional and the def2-TZVPD basis) for a single C3H8N2O molecule.

Structure (SMILES)   CN[C@@]1(O)CN1
LUMO level   0.84 eV
Gap between HOMO and LUMO   9.47 eV
Molecular weight   88.11 g/mol

Geometry as XYZ:
```
14
Properties=species:S:1:pos:R:3:lowdin_charge:R:1
C 1.7949 0.3332 -0.4426 -0.120
N 0.7938 -0.0317 0.5420 -0.044
C -0.5396 -0.2854 0.0777 -0.733
O -0.8576 -1.6403 -0.1316 0.034
C -1.4525 0.4707 0.9381 0.031
N -1.1473 0.7271 -0.6925 0.130
H 1.3364 1.0134 -1.1585 0.071
H 2.2086 -0.5369 -0.9699 0.069
H 2.6075 0.8612 0.0564 0.072
H 1.0959 -0.7314 1.2090 0.123
H -0.4514 -1.8948 -0.9706 0.101
H -2.3401 -0.0180 1.3233 0.093
H -1.1200 1.3551 1.4593 0.090
H -1.9287 0.3778 -1.2401 0.083
```

=====

*C*
Density functional theory data (the ωB97M-V functional and the def2-TZVPD basis) for 2 unconnected molecules or ions with the total composition C3H8N2O.

Structure (SMILES)   C=NC.NC=O
LUMO level   0.69 eV
Gap between HOMO and LUMO   10.28 eV
Molecular weight   88.11 g/mol

Geometry as XYZ:
```
14
Properties=species:S:1:pos:R:3:lowdin_charge:R:1
C 0.4364 1.8681 1.4228 -0.008
N 0.0568 0.9648 0.4862 -0.127
C -1.3728 1.0266 0.1937 -0.153
H 1.4947 2.0252 1.5181 0.050
H -0.3214 2.3675 2.0329 0.069
H -1.6091 0.2101 -0.6039 0.089
H -1.7086 0.7420 1.1416 0.052
H -1.6435 1.9569 -0.3882 0.098
N 1.1683 -1.2904 -0.8442 0.065
C 0.2877 -2.3967 -1.1197 -0.433
O -0.8776 -2.4393 -1.2344 0.029
H 2.1825 -1.3650 -0.6142 0.091
H 1.0171 -0.2682 -0.8525 0.046
H 0.8896 -3.4015 -1.1384 0.133
```

=====

*D*
Density functional theory data (the ωB97M-V functional and the def2-TZVPD basis) for a single C3H8N2O molecule.

Structure (SMILES)   NCCC(N)=O
LUMO level   0.85 eV
Gap between HOMO and LUMO   10.47 eV
Molecular weight   88.11 g/mol

Geometry as XYZ:
```
14
Properties=species:S:1:pos:R:3:lowdin_charge:R:1
N 0.9692 -0.0937 2.1972 -0.005
C 0.7943 -0.3475 0.7678 -0.281
C -0.3499 0.4716 0.1088 -0.127
C -0.3021 0.3458 -1.3955 -0.541
N -1.3955 -0.3213 -2.0136 0.115
O 0.6879 0.7410 -1.9704 0.060
H 1.5767 0.7047 2.2519 0.060
H 1.4488 -0.9103 2.5673 0.067
H 1.6753 -0.3503 0.1247 0.108
H 0.4024 -1.3827 0.6748 0.119
H -0.2013 1.5463 0.1709 0.123
H -1.3168 0.1166 0.4528 0.100
H -1.9899 0.1455 -2.7187 0.107
H -1.9992 -0.6658 -1.2181 0.097
```

=====

Of them, *C* has the lowest stability.

=====

*A*
Density functional theory data (the ωB97M-V functional and the def2-TZVPD basis) for a single C3H8N2O molecule.

Structure (SMILES)   [H]/N=C\N(C)OC
LUMO level   0.87 eV
Gap between HOMO and LUMO   10.05 eV
Molecular weight   88.11 g/mol

Geometry as XYZ:
```
14
Properties=species:S:1:pos:R:3:lowdin_charge:R:1
H 2.5243 0.4461 -0.1356 0.032
N 2.3460 -0.5830 -0.0736 0.091
C 1.1074 -0.7448 -0.0234 -0.294
N 0.0333 0.1354 -0.1550 -0.248
C 0.2356 1.5654 0.0250 -0.063
O -1.0320 -0.3157 0.5378 -0.180
C -2.1875 -0.4056 -0.2470 -0.098
H 0.7280 -1.7774 0.1748 0.136
H 1.3441 1.7024 -0.4552 0.112
H 0.2174 1.9203 1.1651 0.124
H -0.5693 2.1820 -0.5947 0.110
H -1.9995 -1.0710 -1.0952 0.086
H -2.6024 0.5801 -0.6728 0.105
H -2.9756 -0.8137 0.3841 0.086
```

=====

*B*
Density functional theory data (the ωB97M-V functional and the def2-TZVPD basis) for a single C3H8N2O molecule.

Structure (SMILES)   C[C@H](N)C(N)=O
LUMO level   0.81 eV
Gap between HOMO and LUMO   9.79 eV
Molecular weight   88.11 g/mol

Geometry as XYZ:
```
14
Properties=species:S:1:pos:R:3:lowdin_charge:R:1
C 1.6287 -0.1064 0.3868 -0.062
C 0.1948 -0.3564 -0.0683 -0.371
N 0.0315 -0.1389 -1.4996 0.045
C -0.7540 0.5819 0.6786 -0.509
N -2.0770 0.4512 0.3125 0.155
O -0.4257 1.3649 1.5412 0.057
H 2.2169 0.6475 -0.1286 0.081
H 1.6083 0.1147 1.4522 0.075
H 2.2279 -1.0186 0.3209 0.075
H -0.0897 -1.3550 0.2798 0.143
H 0.8478 0.2123 -1.9586 0.063
H -0.3398 -0.9122 -2.0424 0.075
H -2.7812 0.9362 0.8235 0.098
H -2.2885 -0.4213 -0.0980 0.076
```

=====

*C*
Density functional theory data (the ωB97M-V functional and the def2-TZVPD basis) for 2 unconnected molecules or ions with the total composition C3H8N2O.

Structure (SMILES)   [H]/N=C/N.CC=O
LUMO level   0.75 eV
Gap between HOMO and LUMO   10.04 eV
Molecular weight   88.11 g/mol

Geometry as XYZ:
```
14
Properties=species:S:1:pos:R:3:lowdin_charge:R:1
H 2.0995 -3.3909 2.6223 0.031
N 1.6275 -2.5050 2.4232 0.036
C 2.1424 -1.9122 1.4272 -0.412
N 1.6759 -0.7191 0.9658 0.060
H 2.9839 -2.4143 0.9889 0.102
H 1.9086 -0.2023 0.1455 0.073
H 1.1540 -0.0715 1.5920 0.112
C -2.3064 1.5256 -2.0176 -0.060
C -1.3133 1.7016 -0.8899 -0.343
O -0.7710 2.7258 -0.5658 0.026
H -3.1989 1.8227 -1.4615 0.080
H -2.3267 0.4214 -2.1555 0.080
H -2.3636 2.1489 -2.9452 0.096
H -1.3118 0.8692 -0.1294 0.119
```

=====

Of them, *A* has the lowest stability.